Entry 1:
Molecular formula: C4H10S
Method: DFT, wB97M-V/def2-TZVPD

Calculated values
Calculated total energy, eV: -15137.5276
HOMO-LUMO gap, eV: 7.58
Energy above the lowest of the compared OMol25 structures with the same formula, charge and spin, kcal per mole: 180.8
LUMO energy, Eh: -0.0083

```
! RIJCOSX wB97M-V def2-TZVPD def2/J DEFGRID3
* xyz 0 1
C 2.177 -1.140 -1.114
C -0.688 -0.931 1.542
C -1.180 -0.143 -0.917
C 0.391 1.739 0.306
S 0.138 -0.122 0.288
H 2.755 -1.820 -0.419
H 1.267 -1.777 -1.327
H -1.591 -0.303 1.837
H -0.129 -1.203 2.327
H -2.001 0.413 -0.413
H -0.907 0.145 -2.043
H -1.456 -1.200 -1.021
H -0.261 2.205 1.022
H 1.233 2.100 0.730
H 0.252 2.037 -0.797
*
```

Charge distribution, Löwdin scheme, values in e: atom 1 (C): 0.046, atom 2 (C): -0.370, atom 3 (C): -0.321, atom 4 (C): -0.235, atom 5 (S): 0.785, atom 6 (H): -0.071, atom 7 (H): -0.100, atom 8 (H): 0.016, atom 9 (H): -0.085, atom 10 (H): 0.061, atom 11 (H): 0.112, atom 12 (H): 0.045, atom 13 (H): 0.042, atom 14 (H): -0.007, atom 15 (H): 0.082

Entry 2:
Molecular formula: C5H11NO2
Method: DFT, wB97M-V/def2-TZVPD

Calculated values
Calculated total energy, eV: -10945.6325
HOMO-LUMO gap (spin up / spin down), eV: 7.50 / 7.50
Energy above the lowest of the compared OMol25 structures with the same formula, charge and spin, kcal per mole: 83.8
LUMO energy (spin up / spin down), Eh: 0.0039 / 0.0039

```
! RIJCOSX wB97M-V def2-TZVPD def2/J DEFGRID3
* xyz 0 1
C 1.436 0.867 1.533
C 0.797 1.077 0.223
N 1.184 -1.227 -0.442
C 0.495 0.010 -0.703
O 0.475 2.289 -0.187
H 0.412 2.900 0.562
H 0.962 -1.973 -1.091
H 0.987 -1.682 0.447
H 0.611 0.323 -1.740
H 1.371 1.749 2.173
H 0.908 0.049 2.029
H 2.470 0.547 1.372
C -1.895 -1.235 -0.913
C -1.212 -0.030 -0.283
O -1.247 0.048 1.035
H -1.534 0.888 -0.823
H -1.688 -1.305 -1.986
H -2.972 -1.137 -0.769
H -1.561 -2.159 -0.438
*
```

Charge distribution, Löwdin scheme, values in e: atom 1 (C): 0.012, atom 2 (C): -0.282, atom 3 (N): 0.051, atom 4 (C): -0.244, atom 5 (O): 0.144, atom 6 (H): 0.145, atom 7 (H): 0.077, atom 8 (H): 0.085, atom 9 (H): 0.154, atom 10 (H): 0.098, atom 11 (H): 0.099, atom 12 (H): 0.110, atom 13 (C): -0.066, atom 14 (C): -0.522, atom 15 (O): -0.203, atom 16 (H): 0.120, atom 17 (H): 0.072, atom 18 (H): 0.079, atom 19 (H): 0.069

Entry 3:
Molecular formula: C4H7N3
Method: DFT, wB97M-V/def2-TZVPD

Calculated values
Calculated total energy, eV: -8728.9735
HOMO-LUMO gap, eV: 8.81
Energy above the lowest of the compared OMol25 structures with the same formula, charge and spin, kcal per mole: 62.4
Structure (SMILES): C1=NC=NCCN1
LUMO energy, Eh: 0.0207

```
! RIJCOSX wB97M-V def2-TZVPD def2/J DEFGRID3
* xyz 0 1
C -0.533 0.430 1.237
C -0.589 -0.998 0.988
C 1.146 -0.820 -0.564
C -0.159 1.119 -1.105
H -1.295 0.750 2.023
H 0.642 0.781 1.511
H -0.580 -1.655 1.955
H -1.611 -1.230 0.613
H 1.851 -1.365 -0.999
H -0.742 1.646 -1.980
H -1.397 2.201 0.225
N 0.392 -1.602 0.174
N 0.915 0.335 -1.249
N -0.744 1.335 0.120
*
```

Charge distribution, Löwdin scheme, values in e: atom 1 (C): -0.233, atom 2 (C): -0.326, atom 3 (C): -0.265, atom 4 (C): -0.173, atom 5 (H): 0.135, atom 6 (H): 0.184, atom 7 (H): 0.141, atom 8 (H): 0.122, atom 9 (H): 0.051, atom 10 (H): 0.152, atom 11 (H): 0.174, atom 12 (N): 0.019, atom 13 (N): 0.060, atom 14 (N): -0.041

Entry 4:
Molecular formula: C45H80F27N8O19S9
Method: DFT, wB97M-V/def2-TZVPD

Calculated values
Calculated total energy, eV: -269659.6220
HOMO-LUMO gap, eV: 5.77
Energy above the lowest of the compared OMol25 structures with the same formula, charge and spin, kcal per mole: 0.0
LUMO energy, Eh: -0.0106

```
! RIJCOSX wB97M-V def2-TZVPD def2/J DEFGRID3
* xyz -1 1
C 6.847 -5.915 12.471
C 6.116 -5.575 11.216
C 5.645 -6.741 10.291
N 4.714 -6.324 9.079
C 4.905 -4.764 8.653
C 3.872 -4.213 7.582
C 2.561 -4.260 8.199
C 2.187 -5.707 8.551
C 3.216 -6.370 9.495
C 4.920 -7.290 7.873
H 7.832 -6.236 12.132
H 6.275 -6.674 13.005
H 7.000 -5.136 13.219
H 6.452 -4.613 10.828
H 5.155 -5.239 11.606
H 5.121 -7.550 10.798
H 6.547 -7.161 9.845
H 4.863 -4.149 9.552
H 5.938 -4.646 8.325
H 4.150 -3.163 7.499
H 3.917 -4.730 6.623
H 2.444 -3.618 9.072
H 1.746 -3.854 7.600
H 1.214 -5.864 9.018
H 2.011 -6.349 7.688
H 3.191 -5.920 10.488
H 2.977 -7.434 9.481
H 5.913 -6.989 7.541
H 4.160 -6.986 7.154
H 4.859 -8.307 8.262
C 0.928 4.919 0.002
C 1.457 3.446 0.074
C 0.259 2.491 0.128
N 0.509 0.953 -0.010
C -0.807 0.200 0.153
C -1.735 0.340 -1.034
C -1.074 -0.004 -2.375
C 0.304 0.609 -2.541
C 1.265 0.432 -1.297
C 1.334 0.613 1.262
H 0.323 5.276 0.836
H 0.268 4.999 -0.862
H 1.831 5.504 -0.170
H 2.179 3.249 0.867
H 2.002 3.080 -0.796
H -0.531 2.634 -0.609
H -0.322 2.606 1.043
H -1.210 0.582 1.091
H -0.610 -0.860 0.309
H -2.204 1.296 -1.266
H -2.576 -0.340 -0.902
H -1.691 0.308 -3.218
H -0.937 -1.083 -2.448
H 0.151 1.688 -2.564
H 0.812 0.324 -3.462
H 2.067 1.156 -1.440
H 1.534 -0.614 -1.149
H 0.811 0.968 2.150
H 2.334 1.044 1.207
H 1.450 -0.463 1.385
C -2.492 6.602 -13.306
C -2.751 6.520 -11.770
C -1.774 7.449 -11.011
N -1.954 7.414 -9.454
C -1.803 6.011 -8.767
C -0.476 5.375 -9.069
C 0.732 6.192 -8.493
C 0.626 7.719 -8.865
C -0.854 8.283 -8.822
C -3.352 7.914 -9.081
H -1.554 6.226 -13.714
H -2.514 7.655 -13.586
H -3.276 6.181 -13.936
H -2.525 5.501 -11.456
H -3.809 6.702 -11.576
H -1.900 8.506 -11.248
H -0.767 7.158 -11.310
H -2.638 5.395 -9.100
H -1.970 6.196 -7.706
H -0.282 5.348 -10.142
H -0.359 4.330 -8.782
H 1.661 5.859 -8.957
H 0.878 5.954 -7.440
H 1.062 7.883 -9.851
H 1.232 8.339 -8.204
H -0.947 9.279 -9.256
H -1.149 8.414 -7.781
H -4.120 7.211 -9.405
H -3.578 8.835 -9.619
H -3.335 8.164 -8.020
C -4.797 -7.258 -0.046
C -5.340 -7.850 1.221
C -4.498 -9.045 1.773
N -4.843 -9.680 3.100
C -6.202 -10.310 3.050
C -6.695 -10.848 4.390
C -6.737 -9.731 5.386
C -5.335 -9.230 5.566
C -4.680 -8.645 4.285
C -3.815 -10.800 3.373
H -3.792 -6.926 0.215
H -5.255 -6.360 -0.460
H -4.865 -7.874 -0.943
H -6.290 -8.296 0.928
H -5.577 -7.034 1.904
H -3.576 -8.590 2.135
H -4.220 -9.831 1.071
H -6.874 -9.564 2.627
H -6.148 -11.088 2.288
H -7.655 -11.356 4.290
H -6.144 -11.668 4.851
H -7.349 -8.928 4.974
H -7.179 -9.940 6.361
H -5.404 -8.503 6.374
H -4.620 -9.934 5.993
H -5.170 -7.772 3.854
H -3.608 -8.472 4.386
H -2.938 -10.274 3.749
H -3.659 -11.497 2.550
H -4.194 -11.444 4.166
C 1.886 -7.476 -1.202
F 1.697 -6.318 -1.756
F 0.845 -8.277 -1.470
F 2.945 -8.081 -1.672
S 1.904 -7.144 0.684
O 0.718 -6.363 1.025
O 1.880 -8.424 1.368
O 3.140 -6.381 0.836
C -0.519 2.311 7.141
F -0.211 3.260 8.103
F -0.704 2.866 5.963
F 0.568 1.461 7.127
S -2.171 1.435 7.653
O -1.826 0.666 8.849
O -3.086 2.570 7.805
N -2.401 0.397 6.322
S -3.872 0.307 6.166
O -4.629 0.089 7.418
O -4.346 1.357 5.254
C -4.192 -1.356 5.248
F -3.384 -2.291 5.775
F -5.457 -1.754 5.456
F -3.994 -1.304 3.906
C -5.136 7.409 -3.073
F -3.828 7.429 -3.389
F -5.211 7.944 -1.792
F -5.859 8.261 -3.806
S -5.950 5.670 -3.028
O -5.010 4.954 -2.242
O -7.253 5.920 -2.374
N -6.066 5.145 -4.603
S -7.108 4.032 -4.565
O -7.093 3.010 -3.542
O -8.464 4.529 -4.850
C -6.629 3.144 -6.162
F -6.704 4.047 -7.151
F -5.382 2.679 -5.999
F -7.498 2.198 -6.372
C 5.405 10.732 2.520
F 4.025 10.894 2.413
F 5.816 10.890 3.800
F 5.857 9.501 2.186
S 6.270 12.109 1.390
O 5.985 13.394 1.941
O 7.672 11.779 1.322
N 5.539 11.715 -0.133
S 4.448 12.761 -0.471
O 3.306 12.837 0.506
O 5.010 14.020 -0.910
C 3.559 11.875 -1.959
F 3.913 10.620 -2.045
F 2.257 12.104 -1.938
F 3.948 12.539 -3.086
C 6.630 -0.540 -9.167
F 5.536 -1.216 -8.737
F 7.598 -1.378 -9.569
F 6.146 0.188 -10.189
S 7.258 0.661 -7.754
O 8.375 1.394 -8.213
O 6.162 1.510 -7.416
N 7.814 -0.546 -6.581
S 6.574 -0.529 -5.538
O 6.620 0.705 -4.762
O 5.268 -0.884 -6.042
C 6.961 -1.882 -4.187
F 8.264 -2.020 -3.962
F 6.400 -1.572 -2.997
F 6.365 -3.026 -4.669
*
```

Results of the Löwdin charge analysis, in e, for atoms 1 through 99: atom 1 (C): -0.102, atom 2 (C): -0.262, atom 3 (C): -0.073, atom 4 (N): -0.217, atom 5 (C): -0.046, atom 6 (C): -0.157, atom 7 (C): -0.220, atom 8 (C): -0.153, atom 9 (C): -0.108, atom 10 (C): 0.054, atom 11 (H): 0.083, atom 12 (H): 0.083, atom 13 (H): 0.089, atom 14 (H): 0.112, atom 15 (H): 0.098, atom 16 (H): 0.132, atom 17 (H): 0.123, atom 18 (H): 0.111, atom 19 (H): 0.126, atom 20 (H): 0.133, atom 21 (H): 0.129, atom 22 (H): 0.130, atom 23 (H): 0.131, atom 24 (H): 0.125, atom 25 (H): 0.115, atom 26 (H): 0.130, atom 27 (H): 0.124, atom 28 (H): 0.107, atom 29 (H): 0.095, atom 30 (H): 0.109, atom 31 (C): -0.058, atom 32 (C): -0.202, atom 33 (C): -0.127, atom 34 (N): -0.226, atom 35 (C): -0.113, atom 36 (C): -0.160, atom 37 (C): -0.195, atom 38 (C): -0.151, atom 39 (C): -0.029, atom 40 (C): 0.014, atom 41 (H): 0.084, atom 42 (H): 0.075, atom 43 (H): 0.081, atom 44 (H): 0.105, atom 45 (H): 0.099, atom 46 (H): 0.117, atom 47 (H): 0.134, atom 48 (H): 0.135, atom 49 (H): 0.141, atom 50 (H): 0.120, atom 51 (H): 0.125, atom 52 (H): 0.121, atom 53 (H): 0.115, atom 54 (H): 0.105, atom 55 (H): 0.127, atom 56 (H): 0.116, atom 57 (H): 0.138, atom 58 (H): 0.108, atom 59 (H): 0.100, atom 60 (H): 0.104, atom 61 (C): -0.088, atom 62 (C): -0.206, atom 63 (C): -0.102, atom 64 (N): -0.236, atom 65 (C): -0.092, atom 66 (C): -0.158, atom 67 (C): -0.150, atom 68 (C): -0.120, atom 69 (C): -0.095, atom 70 (C): 0.027, atom 71 (H): 0.078, atom 72 (H): 0.071, atom 73 (H): 0.076, atom 74 (H): 0.104, atom 75 (H): 0.107, atom 76 (H): 0.130, atom 77 (H): 0.123, atom 78 (H): 0.128, atom 79 (H): 0.142, atom 80 (H): 0.105, atom 81 (H): 0.129, atom 82 (H): 0.112, atom 83 (H): 0.114, atom 84 (H): 0.103, atom 85 (H): 0.119, atom 86 (H): 0.129, atom 87 (H): 0.128, atom 88 (H): 0.104, atom 89 (H): 0.108, atom 90 (H): 0.112, atom 91 (C): -0.099, atom 92 (C): -0.226, atom 93 (C): -0.104, atom 94 (N): -0.261, atom 95 (C): -0.107, atom 96 (C): -0.178, atom 97 (C): -0.200, atom 98 (C): -0.166, atom 99 (C): -0.031

> Which of these has the highest energy above the lowest of the compared OMol25 structures with the same formula, charge and spin?

C4H10S

> Which of these has the lowest energy above the lowest of the compared OMol25 structures with the same formula, charge and spin?

C45H80F27N8O19S9